12
Properties=species:S:1:pos:R:3 method="wB97M-V/def2-TZVPD" homo_energy_ev="-8.5 / -9.8" orbital_gap_ev="6.8 / 8.9" total_energy_ha=-360.39979 total_charge=0 lumo_energy_ev="-1.7 / -0.9" e_above_lowest_kj_mol=707.9
C -2.46 -0.37 -0.40
C -1.77 0.44 0.18
C 1.89 0.08 -0.02
C -0.75 1.31 0.53
N 0.90 -0.59 0.55
O 2.13 1.25 0.11
O 0.41 -1.72 -0.06
H -2.91 -1.29 -0.50
H 2.68 -0.53 -0.56
H -0.53 1.63 1.50
H -0.06 1.46 -0.33
H 0.48 -1.66 -1.01